Here is a 13-piece molecular cluster, C60H96O18S9 overall in a non-equilibrium geometry from the OMol25 dataset. Energies are from the ωB97M-V functional and the def2-TZVPD basis.

Summary:
Frontier orbital gap ... 9.606 eV

```
! RIJCOSX wB97M-V def2-TZVPD def2/J DEFGRID3
* xyz 0 1
C -5.80 -1.70 3.12
C -4.31 -1.58 2.74
C -3.54 -2.68 3.55
S -4.61 -4.03 3.47
O -4.75 -4.55 4.81
O -4.32 -4.88 2.33
C -6.06 -3.12 2.95
H -6.38 -1.03 2.50
H -5.89 -1.35 4.16
H -3.83 -0.62 2.98
H -4.22 -1.70 1.65
H -3.53 -2.38 4.58
H -2.55 -2.87 3.12
H -6.91 -3.52 3.50
H -6.27 -3.28 1.89
C -3.28 -2.39 -2.90
C -2.45 -1.17 -2.75
C -3.12 -0.35 -1.61
S -4.84 -0.51 -1.93
O -5.26 0.65 -2.69
O -5.61 -0.85 -0.77
C -4.73 -1.97 -2.97
H -3.14 -3.00 -2.00
H -3.03 -3.01 -3.76
H -2.43 -0.53 -3.64
H -1.42 -1.41 -2.48
H -2.79 0.69 -1.55
H -3.10 -0.87 -0.63
H -5.09 -1.68 -3.96
H -5.42 -2.67 -2.48
C 0.26 6.80 2.51
C -0.13 6.00 3.79
C 0.09 4.56 3.32
S 1.62 4.53 2.45
O 1.60 3.71 1.24
O 2.70 4.23 3.39
C 1.64 6.26 2.07
H 0.40 7.86 2.66
H -0.46 6.59 1.74
H -1.20 6.14 4.01
H 0.42 6.31 4.70
H -0.67 4.25 2.57
H 0.17 3.75 4.05
H 1.93 6.45 1.05
H 2.41 6.60 2.74
C 6.34 -0.87 -1.17
C 4.93 -1.41 -0.78
C 4.23 -1.51 -2.14
S 4.68 0.03 -2.96
O 3.72 1.05 -2.58
O 4.92 -0.19 -4.35
C 6.23 0.34 -2.13
H 6.91 -1.70 -1.60
H 6.82 -0.50 -0.25
H 4.42 -0.69 -0.16
H 4.98 -2.39 -0.33
H 3.14 -1.64 -2.30
H 4.68 -2.32 -2.71
H 6.09 1.15 -1.42
H 7.07 0.44 -2.81
C 3.63 -5.16 0.99
C 2.46 -5.97 0.48
C 1.40 -5.87 1.56
S 1.66 -4.42 2.48
O 2.02 -4.80 3.81
O 0.61 -3.45 2.39
C 3.02 -3.91 1.61
H 4.33 -4.86 0.23
H 4.10 -5.75 1.78
H 2.74 -7.02 0.44
H 2.09 -5.60 -0.50
H 1.55 -6.73 2.24
H 0.41 -5.97 1.14
H 3.60 -3.46 2.40
H 2.65 -3.18 0.85
C 1.69 0.26 -0.02
C 0.35 0.77 -0.71
C -0.46 1.50 0.32
S -0.34 0.56 1.76
O -1.09 -0.67 1.58
O -0.52 1.31 2.97
C 1.43 0.26 1.54
H 2.52 0.86 -0.29
H 1.85 -0.78 -0.32
H -0.20 -0.08 -1.11
H 0.61 1.46 -1.51
H -1.51 1.75 0.13
H 0.01 2.47 0.51
H 1.71 -0.68 1.98
H 1.88 1.09 2.10
C -7.03 2.47 -0.37
C -6.86 1.98 1.11
C -5.35 1.72 1.33
S -4.52 3.00 0.47
O -3.40 2.55 -0.31
O -4.22 4.13 1.39
C -5.87 3.45 -0.64
H -7.97 2.99 -0.37
H -7.07 1.65 -1.08
H -7.42 1.05 1.29
H -7.18 2.75 1.78
H -5.17 0.72 0.89
H -5.09 1.67 2.38
H -5.59 3.71 -1.65
H -6.14 4.44 -0.22
C -0.04 -1.98 -6.72
C 1.46 -1.80 -7.08
C 2.10 -1.23 -5.84
S 1.44 -2.21 -4.47
O 1.29 -1.29 -3.36
O 2.18 -3.43 -4.25
C -0.04 -2.65 -5.36
H -0.49 -2.69 -7.43
H -0.54 -1.00 -6.70
H 1.61 -1.14 -7.92
H 1.84 -2.81 -7.24
H 1.68 -0.29 -5.51
H 3.16 -1.06 -5.83
H -0.88 -2.57 -4.67
H 0.06 -3.72 -5.58
C 2.01 -1.14 6.27
C 1.43 -0.16 5.24
C 0.11 0.31 5.75
S -0.50 -0.90 7.02
O -1.79 -1.46 6.66
O -0.42 -0.30 8.36
C 0.88 -1.98 6.78
H 2.38 -0.51 7.07
H 2.86 -1.75 5.96
H 1.39 -0.58 4.24
H 2.04 0.73 5.23
H -0.65 0.49 5.02
H 0.33 1.21 6.34
H 0.68 -2.67 5.96
H 1.00 -2.58 7.68
C 0.99 2.08 -6.08
C 0.67 2.25 -4.75
C -0.66 2.13 -4.37
C -1.68 1.82 -5.31
C -1.36 1.83 -6.67
C 0.00 1.91 -7.03
H 1.99 2.00 -6.49
H 1.35 2.37 -3.92
H -0.97 2.05 -3.35
H -2.70 1.60 -4.93
H -2.07 1.69 -7.49
H 0.29 1.78 -8.08
C -0.76 6.87 -0.82
C 0.43 7.48 -1.16
C 1.47 6.72 -1.69
C 1.32 5.34 -1.81
C 0.12 4.70 -1.49
C -0.89 5.47 -0.95
H -1.56 7.46 -0.42
H 0.47 8.53 -1.17
H 2.35 7.24 -2.05
H 2.10 4.67 -2.18
H 0.02 3.62 -1.68
H -1.83 5.01 -0.67
C -0.20 -3.89 -1.66
C -0.21 -5.15 -2.22
C -1.06 -6.08 -1.73
C -2.01 -5.83 -0.74
C -2.02 -4.55 -0.18
C -1.08 -3.56 -0.60
H 0.56 -3.12 -1.93
H 0.60 -5.33 -2.91
H -1.13 -7.04 -2.25
H -2.76 -6.42 -0.42
H -2.72 -4.32 0.65
H -1.14 -2.65 -0.05
C 5.63 2.56 2.52
C 6.94 2.19 2.35
C 7.19 0.86 2.51
C 6.22 -0.15 2.60
C 4.93 0.27 2.59
C 4.61 1.63 2.61
H 5.39 3.60 2.56
H 7.65 2.95 2.22
H 8.24 0.57 2.54
H 6.42 -1.21 2.67
H 4.11 -0.42 2.60
H 3.58 1.94 2.61
*
```